Version w
ORCA calculation (ωB97M-V/def2-TZVPD) on C6H10N2O3 in the gas phase.

CARTESIAN COORDINATES (ANGSTROEM)
O: -1.542 1.602 -2.639
N: -2.069 1.199 -1.629
N: -1.213 1.246 -0.566
C: -1.497 0.578 0.670
C: -0.658 -0.568 1.155
C: 0.800 -0.504 0.779
C: 1.328 -1.659 -0.040
O: 2.068 -1.708 -1.100
O: 0.854 -2.824 0.412
C: 1.087 0.897 0.156
C: 0.194 1.081 -1.025
H: -1.196 1.287 1.452
H: -2.643 0.540 0.894
H: -1.116 -1.458 0.586
H: -0.814 -0.870 2.195
H: 1.384 -0.587 1.754
H: 1.329 -3.264 -0.380
H: 0.965 1.721 0.815
H: 2.101 0.808 -0.148
H: 0.451 2.059 -1.389
H: 0.189 0.424 -1.951

The value obtained for the LUMO energy is 0.522 eV. As for the net charge: 0. The calculation puts the highest occupied orbital energy at -9.21 eV. As for the gap between HOMO and LUMO: 9.73 eV. As for the SMILES: O=NN1CCC(C(=O)O)CC1.

Just the Mulliken charges please, in e? Sure, here they are: number 1, O, carries -0.43; number 2, N, carries -0.27; number 3, N, carries 0.55; number 4, C, carries -0.86; number 5, C, carries -0.73; number 6, C, carries 0.44; number 7, C, carries 0.30; number 8, O, carries -0.67; number 9, O, carries -0.44; number 10, C, carries -1.09; number 11, C, carries -0.51; number 12, H, carries 0.33; number 13, H, carries 0.42; number 14, H, carries 0.35; number 15, H, carries 0.30; number 16, H, carries 0.41; number 17, H, carries 0.36; number 18, H, carries 0.39; number 19, H, carries 0.44; number 20, H, carries 0.35; number 21, H, carries 0.35



Version x
ORCA calculation (ωB97M-V/def2-TZVPD) on a molecular structure, C6H10N2O3.

CARTESIAN COORDINATES (ANGSTROEM)
C: 2.490 -0.206 -0.394
C: 0.965 -0.010 -0.418
C: 0.478 1.368 0.070
C: -1.035 1.597 -0.221
C: -1.128 -0.613 0.918
C: 0.119 -1.175 0.389
H: 2.046 -1.983 -0.512
H: 0.854 -0.377 -1.278
H: 0.534 1.654 1.144
H: 0.996 2.271 -0.800
H: -1.262 2.159 0.526
H: -1.410 1.809 -1.085
H: -1.303 0.055 1.556
H: -2.039 -1.348 1.256
H: 1.009 -1.586 1.497
H: -0.111 -2.087 -0.147
N: -1.678 0.405 -0.034
N: -2.513 -0.061 -0.911
O: 2.876 -1.420 -0.489
O: 3.222 0.707 -0.305
O: -3.110 -1.157 -0.762

The value obtained for the LUMO energy is 0.370 eV. As for the net charge: 0. The calculation puts the highest occupied orbital energy at -9.06 eV. As for the gap between HOMO and LUMO: 9.43 eV.

Just the Mulliken charges please, in e? Sure, here they are: number 1, C, carries 0.40; number 2, C, carries -0.20; number 3, C, carries -0.57; number 4, C, carries -0.84; number 5, C, carries -1.24; number 6, C, carries -0.51; number 7, H, carries 0.39; number 8, H, carries 0.69; number 9, H, carries 0.34; number 10, H, carries 0.24; number 11, H, carries 0.39; number 12, H, carries 0.62; number 13, H, carries 0.66; number 14, H, carries 0.29; number 15, H, carries 0.31; number 16, H, carries 0.41; number 17, N, carries 0.61; number 18, N, carries -0.46; number 19, O, carries -0.49; number 20, O, carries -0.54; number 21, O, carries -0.49



Energy ordering: version w at the bottom, the next structure 474.8 kJ/mol above.